Entry 1:
ORCA calculation (wB97M-V/def2-TZVPD) on C4H6N2 in the gas phase in a non-equilibrium geometry.

Properties
HOMO in eV: -9.48
Total charge: 0
Frontier orbital gap in eV: 10.35
F_max in eV/A: 1.11

Positions of all 12 atoms, in Å:
N -0.37035 -3.16936 -0.38971
C -0.70346 -2.13574 0.00633
C -0.91685 -0.73833 0.44637
N 0.30673 -0.08179 0.05221
C 0.97494 1.11269 0.46880
C 0.43297 0.95574 -0.91914
H -1.82337 -0.33302 -0.02880
H -1.08462 -0.72215 1.52920
H 2.03802 0.96255 0.65095
H 0.50616 1.85934 1.11017
H -0.43774 1.56930 -1.16410
H 1.07758 0.72076 -1.76227

These are the Mulliken partial charges, in e, on atoms 1 to 2: number 1, N, carries -0.39; number 2, C, carries 0.27

***

Entry 2:
ORCA calculation (wB97M-V/def2-TZVPD) on a molecular structure, C6H15N2 in a non-equilibrium geometry.

Properties
HOMO in eV: -13.70
Total charge: +1
Frontier orbital gap in eV: 6.23
F_max in eV/A: 2.60

Positions of all 23 atoms, in Å:
C -2.74034 0.06340 -0.70157
C -2.28879 -0.41910 0.65724
C -0.89217 -0.84290 0.71925
C 0.18660 -0.12332 0.18970
N 1.44502 -0.46903 0.16053
C 2.26342 0.62256 -0.42984
C 3.80196 0.31255 -0.14229
N -2.47790 1.52888 -0.78375
H -3.82222 -0.11813 -1.00947
H -2.01443 -0.45339 -1.33028
H -2.51214 0.37829 1.42915
H -2.88402 -1.29320 0.90901
H -0.66310 -1.88965 1.06058
H -0.06661 0.73865 -0.44273
H 3.31883 -4.56756 2.97165
H 2.06445 1.62290 0.10065
H 2.02934 0.61093 -1.50905
H 4.07502 0.58103 0.92833
H 3.88344 -0.81294 -0.16510
H 4.64640 0.74726 -0.73819
H 3.00512 -4.54279 2.25910
H -3.07821 2.02422 -0.12662
H -2.73574 1.87629 -1.72942

These are the Mulliken partial charges, in e, on atoms 1 to 2: number 1, C, carries -0.62; number 2, C, carries -0.38